Entry 1:
A structure of composition C19H19ClFN3O7RhS2. Source: OMol25; level of theory: ωB97M-V with the def2-TZVPD basis set.

Calculated values
electronic energy	-78726.42287	eV
HOMO-LUMO gap (spin up / spin down)	7.71 / 8.11	eV
HOMO (spin up / spin down)	-8.181 / -8.573	eV
multiplicity	2

Positions of all 53 atoms, in Å:
Rh1 0.089 1.659 -1.635
C1 -1.247 -3.827 3.341
C2 -1.410 -2.452 3.977
C3 -0.629 -2.374 5.278
C4 -0.729 -0.992 5.897
C5 -0.234 0.034 4.918
C6 0.347 1.207 5.336
C7 0.817 2.130 4.404
F1 1.378 3.261 4.866
C8 0.727 1.913 3.062
C9 0.132 0.724 2.612
C10 0.020 0.500 1.168
O1 0.626 1.304 0.418
C11 -0.772 -0.615 0.775
C12 -1.188 -1.486 1.746
N1 -0.956 -1.372 3.059
C13 -0.348 -0.212 3.534
C14 -1.176 -0.999 -0.634
O2 -1.599 -2.132 -0.821
O3 -1.084 -0.101 -1.548
H1 -1.368 -4.586 4.114
H2 -0.250 -3.934 2.910
H3 -1.981 -4.032 2.565
H4 -2.469 -2.272 4.193
H5 0.419 -2.615 5.077
H6 -1.020 -3.134 5.955
H7 -0.145 -0.934 6.815
H8 -1.770 -0.781 6.164
H9 0.446 1.427 6.391
H10 1.099 2.629 2.344
H11 -1.737 -2.354 1.411
O4 3.711 1.344 -1.947
Cl1 2.722 1.096 -2.936
O5 3.299 0.654 -4.169
O6 1.758 0.091 -2.445
O7 1.930 2.303 -3.184
S1 -1.583 4.115 -0.187
C15 -0.715 3.056 -0.875
C16 0.671 2.669 -6.132
N2 0.276 1.356 -5.672
C17 0.876 0.131 -6.213
C18 0.307 -0.974 -5.298
N3 -0.500 -0.211 -4.352
C19 -0.413 1.093 -4.574
S2 -1.183 2.233 -3.525
H12 1.707 2.621 -6.465
H13 0.596 3.371 -5.305
H14 0.040 3.004 -6.957
H15 1.960 0.207 -6.130
H16 0.601 -0.003 -7.259
H17 1.094 -1.522 -4.781
H18 -0.323 -1.674 -5.846
H19 -0.819 -0.544 -3.443

=====

Entry 2:
A structure of composition C19H19ClLiN5O8S in a non-equilibrium geometry. Source: OMol25; level of theory: ωB97M-V with the def2-TZVPD basis set.

Calculated values
electronic energy	-67404.14707	eV
HOMO-LUMO gap	8.64	eV
HOMO	-9.370	eV

Positions of all 54 atoms, in Å:
Li1 -1.277 0.847 2.507
O1 -6.608 1.198 1.506
C1 -6.015 1.636 0.426
O2 -6.612 1.850 -0.603
C2 -4.541 1.876 0.499
C3 -3.791 2.408 -0.544
Cl1 -4.378 2.828 -2.072
N1 -2.492 2.488 -0.141
N2 -2.390 2.006 1.111
C4 -3.591 1.646 1.522
C5 -3.726 1.081 2.928
O3 -4.856 0.819 3.345
O4 -2.649 0.929 3.542
C6 -1.346 3.005 -0.776
C7 -1.383 3.693 -1.986
C8 -0.211 4.168 -2.548
C9 1.009 3.990 -1.920
C10 1.045 3.345 -0.694
C11 -0.118 2.853 -0.133
H1 -5.981 1.036 2.292
H2 -2.312 3.878 -2.492
H3 -0.264 4.702 -3.485
H4 1.918 4.365 -2.362
H5 1.983 3.245 -0.162
H6 -0.090 2.360 0.825
C12 1.995 -3.843 -3.849
C13 2.715 -2.805 -3.016
S1 2.136 -2.906 -1.291
O5 0.789 -2.416 -1.179
O6 2.413 -4.205 -0.754
C14 3.218 -1.698 -0.410
C15 3.220 -2.048 1.068
N3 1.949 -1.713 1.672
C16 1.451 -0.465 1.825
N4 0.203 -0.490 2.250
C17 -0.142 -1.787 2.381
C18 0.931 -2.574 2.028
N5 1.057 -3.980 2.187
O7 0.030 -4.608 2.279
O8 2.179 -4.436 2.278
C19 2.230 0.776 1.618
H7 2.342 -3.820 -4.880
H8 0.924 -3.655 -3.831
H9 2.181 -4.830 -3.434
H10 2.515 -1.789 -3.347
H11 3.784 -2.993 -2.967
H12 2.784 -0.723 -0.602
H13 4.216 -1.774 -0.827
H14 4.029 -1.529 1.592
H15 3.379 -3.127 1.167
H16 -1.103 -2.092 2.748
H17 3.279 0.620 1.861
H18 1.822 1.551 2.265
H19 2.154 1.107 0.583